1.
C32H35Cl2CrIN4O | ωB97M-V/def2-TZVPD

Results
- multiplicity = 4
- charge = -1
- gap between HOMO and LUMO (spin up / spin down) (eV) = 6.6 / 6.9
- <S²> = 3.7959

```
76
C32H35Cl2CrIN4O, DFT ωB97M-V/def2-TZVPD
Cr 0.179 0.369 0.700
C 0.388 -0.227 3.709
N -0.498 -0.578 2.590
C -0.551 -2.064 2.492
C -1.881 -0.162 2.753
C -2.499 -0.018 3.973
C -3.868 0.251 4.046
C -4.593 0.340 2.873
C -3.978 0.213 1.632
C -2.592 0.003 1.536
N -1.857 0.011 0.381
C -2.543 -0.058 -0.841
C -3.182 -1.249 -1.199
C -3.731 -1.443 -2.456
C -3.656 -0.426 -3.397
C -3.072 0.783 -3.050
C -2.532 0.996 -1.781
N -1.948 2.237 -1.426
C -2.795 3.014 -0.532
C -1.426 3.040 -2.510
H 0.149 -0.818 4.601
H 0.308 0.832 3.932
H 1.410 -0.451 3.405
H -1.055 -2.458 3.381
H 0.456 -2.460 2.414
H -1.107 -2.347 1.600
H -1.918 -0.117 4.883
H -4.348 0.380 5.007
H -5.660 0.534 2.912
H -4.561 0.317 0.726
H -3.187 -2.048 -0.466
H -4.192 -2.392 -2.705
H -4.058 -0.567 -4.394
H -3.031 1.581 -3.782
H -3.711 3.353 -1.045
H -2.252 3.890 -0.176
H -3.076 2.418 0.333
H -2.209 3.541 -3.105
H -0.824 2.423 -3.180
H -0.780 3.815 -2.091
Cl 4.098 2.517 -4.664
C 3.421 2.227 -3.082
C 3.989 2.806 -1.980
C 3.494 2.571 -0.690
I 4.450 3.413 0.949
C 2.390 1.745 -0.464
O 1.915 1.437 0.676
C 1.776 1.199 -1.647
N 0.687 0.427 -1.400
C 0.163 -0.271 -2.375
C 0.640 -0.183 -3.696
C 1.679 0.654 -3.982
C 2.299 1.375 -2.942
H 4.850 3.450 -2.102
H -0.658 -0.928 -2.131
H 0.164 -0.778 -4.462
H 2.059 0.749 -4.991
Cl 0.569 3.022 2.866
C -0.455 2.225 1.579
H -1.451 2.230 2.012
H -0.429 2.964 0.778
C 3.757 -3.647 -0.724
C 3.475 -3.028 0.651
C 3.173 -4.146 1.659
C 4.709 -2.242 1.116
C 2.324 -2.113 0.564
C 1.387 -1.335 0.504
H 4.619 -4.320 -0.670
H 3.966 -2.865 -1.456
H 2.891 -4.213 -1.072
H 4.024 -4.830 1.745
H 2.297 -4.717 1.345
H 2.968 -3.723 2.644
H 5.586 -2.898 1.160
H 4.540 -1.818 2.107
H 4.916 -1.417 0.433
```

2.
C32H35ClFeN6O4 | ωB97M-V/def2-TZVPD

Results
- multiplicity = 6
- charge = +1
- gap between HOMO and LUMO (spin up / spin down) (eV) = 8.7 / 6.4
- <S²> = 8.7976

```
79
C32H35ClFeN6O4, DFT ωB97M-V/def2-TZVPD
Fe -0.186 -0.114 -0.001
C -0.583 2.991 0.331
N 0.051 2.383 -0.848
C -0.691 2.761 -2.046
C 1.438 2.530 -0.894
C 2.095 3.354 -1.802
C 3.451 3.595 -1.677
C 4.180 3.047 -0.611
C 3.581 2.172 0.250
C 2.226 1.778 0.055
N 1.611 0.760 0.666
C 2.174 -0.173 1.544
C 3.486 -0.655 1.519
C 3.875 -1.673 2.374
C 2.969 -2.229 3.265
C 1.654 -1.786 3.283
C 1.247 -0.781 2.424
N -0.111 -0.320 2.345
C -1.127 -1.289 2.779
C -0.289 0.919 3.122
H -0.762 4.056 0.149
H -1.536 2.501 0.521
H 0.066 2.893 1.195
H -0.668 3.844 -2.210
H -0.290 2.256 -2.922
H -1.730 2.463 -1.912
H 1.538 3.872 -2.568
H 3.935 4.270 -2.368
H 5.214 3.326 -0.468
H 4.132 1.773 1.086
H 4.187 -0.284 0.789
H 4.891 -2.037 2.337
H 3.282 -3.012 3.940
H 0.945 -2.232 3.966
H -1.168 -1.372 3.870
H -2.098 -0.947 2.423
H -0.919 -2.267 2.356
H -0.254 0.702 4.194
H 0.506 1.622 2.887
H -1.253 1.362 2.882
O -4.086 -0.690 -4.240
C -2.916 -0.658 -4.857
O -2.805 -0.710 -6.051
C -1.707 -0.547 -3.985
C -0.394 -0.556 -4.432
Cl 0.230 -0.778 -5.989
N 0.421 -0.418 -3.356
N -0.310 -0.340 -2.230
C -1.579 -0.405 -2.593
C -2.602 -0.260 -1.499
O -3.789 -0.357 -1.767
O -2.105 -0.006 -0.339
C 1.844 -0.349 -3.300
C 2.515 -1.161 -2.400
C 3.897 -1.093 -2.327
C 4.599 -0.226 -3.154
C 3.911 0.582 -4.048
C 2.528 0.532 -4.120
H -4.005 -0.597 -3.259
H 1.963 -1.850 -1.774
H 4.425 -1.735 -1.635
H 5.678 -0.184 -3.106
H 4.450 1.259 -4.695
H 1.994 1.171 -4.808
C -0.233 -5.387 1.293
C 0.173 -4.866 -0.091
C 1.591 -5.319 -0.456
C -0.837 -5.300 -1.161
C 0.169 -3.396 -0.038
N 0.172 -2.250 0.000
H -0.243 -6.476 1.264
H -1.230 -5.045 1.569
H 0.476 -5.069 2.057
H 1.603 -6.407 -0.510
H 2.312 -5.003 0.297
H 1.896 -4.925 -1.425
H -0.866 -6.388 -1.186
H -0.548 -4.939 -2.147
H -1.838 -4.934 -0.934
```

3.
C32H35F5N7SSiV | ωB97M-V/def2-TZVPD

Results
- multiplicity = 3
- charge = 0
- gap between HOMO and LUMO (spin up / spin down) (eV) = 6.2 / 6.1
- <S²> = 2.1241

```
82
C32H35F5N7SSiV, DFT ωB97M-V/def2-TZVPD
V 0.060 -0.887 0.361
C -1.767 -2.248 -2.563
N -0.402 -1.894 -2.207
C 0.537 -2.909 -2.657
C -0.068 -0.588 -2.747
C 1.291 -0.067 -2.295
N 1.588 -0.508 -0.926
C 2.918 -0.392 -0.547
C 3.527 -1.327 0.310
F 2.831 -2.381 0.736
C 4.844 -1.238 0.705
F 5.330 -2.199 1.501
C 5.672 -0.220 0.283
C 5.102 0.721 -0.543
F 5.835 1.766 -0.963
C 3.777 0.662 -0.928
F 3.306 1.719 -1.619
H -1.916 -2.265 -3.655
H -2.459 -1.523 -2.128
H -2.012 -3.233 -2.165
H 0.579 -2.960 -3.757
H 0.233 -3.887 -2.281
H 1.533 -2.690 -2.273
H -0.860 0.090 -2.430
H -0.082 -0.577 -3.852
H 1.265 1.014 -2.434
H 2.082 -0.438 -2.955
H 6.707 -0.163 0.587
S 0.607 -0.739 2.583
C 0.658 1.004 2.587
N 1.058 1.643 3.665
N 1.357 2.922 3.595
C 1.868 3.701 2.520
C 1.650 5.070 2.580
C 2.200 5.902 1.615
C 2.970 5.367 0.596
C 3.197 3.996 0.555
C 2.653 3.155 1.511
N 0.215 1.751 1.526
N -0.247 1.068 0.557
C -0.763 1.900 -0.500
C -0.095 3.065 -0.855
C -0.604 3.845 -1.880
C -1.771 3.470 -2.537
C -2.425 2.301 -2.178
C -1.917 1.505 -1.161
H 1.444 3.340 4.504
H 1.037 5.480 3.375
H 2.018 6.968 1.662
H 3.397 6.012 -0.162
H 3.811 3.575 -0.229
H 2.850 2.091 1.471
H 0.814 3.339 -0.334
H -0.084 4.750 -2.168
H -2.163 4.087 -3.335
H -3.331 2.000 -2.689
H -2.404 0.578 -0.891
C -2.825 0.624 2.176
Si -3.062 -1.093 1.478
C -4.617 -0.961 0.420
C -3.324 -2.169 2.984
N -1.713 -1.736 0.521
C -1.773 -3.121 0.275
C -2.921 -3.929 0.287
C -2.855 -5.297 0.053
C -1.644 -5.930 -0.183
C -0.480 -5.172 -0.172
C -0.594 -3.824 0.055
F 0.554 -3.070 0.095
H -3.775 0.829 2.686
H -2.678 1.422 1.451
H -2.035 0.674 2.927
H -5.506 -0.926 1.058
H -4.756 -1.765 -0.303
H -4.599 -0.020 -0.140
H -4.144 -1.767 3.588
H -2.413 -2.122 3.589
H -3.535 -3.217 2.779
H -3.889 -3.483 0.460
H -3.773 -5.871 0.060
H -1.599 -6.997 -0.359
H 0.501 -5.604 -0.325
```

4.
C32H35Ge2NPdS5 | ωB97M-V/def2-TZVPD

Results
- multiplicity = 2
- charge = -1
- gap between HOMO and LUMO (spin up / spin down) (eV) = 5.4 / 5.1
- <S²> = 1.0852

```
76
C32H35Ge2NPdS5, DFT ωB97M-V/def2-TZVPD
Pd 0.217 0.109 -0.068
C 1.947 0.930 6.797
C 0.904 1.653 5.933
C 1.667 2.526 4.932
C 0.047 2.568 6.815
C 0.016 0.626 5.247
C -0.615 -0.379 5.994
C -1.321 -1.410 5.405
C -1.406 -1.453 4.025
S -2.081 -2.660 2.968
C -1.528 -1.700 1.589
N -0.958 -0.577 1.916
C -0.844 -0.415 3.261
C -0.156 0.623 3.877
C -1.699 -2.089 0.219
C -2.608 -3.079 -0.165
C -2.877 -3.288 -1.500
C -2.205 -2.539 -2.460
C -1.222 -1.636 -2.093
C -0.964 -1.372 -0.752
H 2.603 1.660 7.268
H 2.556 0.272 6.181
H 1.489 0.335 7.584
H 2.362 3.167 5.471
H 0.995 3.165 4.367
H 2.240 1.920 4.235
H 0.678 3.315 7.294
H -0.469 2.004 7.589
H -0.697 3.081 6.209
H -0.537 -0.376 7.070
H -1.764 -2.192 6.001
H 0.268 1.373 3.230
H -3.111 -3.654 0.600
H -3.615 -4.018 -1.804
H -2.450 -2.669 -3.506
H -0.669 -1.105 -2.862
S -0.268 1.520 -2.041
S 1.409 2.390 -2.514
S 2.104 3.287 0.080
S 1.428 1.772 1.094
C 4.278 -3.775 -1.927
Ge 2.596 -2.706 -2.125
C 1.261 -3.911 -3.001
C 2.972 -1.303 -3.480
Ge 1.882 -1.491 -0.109
C 3.585 -0.629 0.498
C 4.073 0.435 -0.259
C 5.186 1.150 0.142
C 5.834 0.813 1.319
C 5.375 -0.253 2.073
C 4.263 -0.970 1.663
C 1.535 -2.861 1.289
C 1.468 -2.495 2.630
C 1.226 -3.435 3.616
C 1.039 -4.764 3.271
C 1.087 -5.141 1.940
C 1.329 -4.195 0.962
H 4.576 -4.185 -2.889
H 4.157 -4.597 -1.229
H 5.071 -3.129 -1.566
H 1.723 -4.393 -3.858
H 0.415 -3.326 -3.347
H 0.886 -4.683 -2.338
H 3.073 -1.721 -4.478
H 3.885 -0.766 -3.237
H 2.154 -0.584 -3.485
H 3.551 0.725 -1.166
H 5.537 1.986 -0.449
H 6.694 1.381 1.653
H 5.879 -0.524 2.994
H 3.913 -1.807 2.255
H 1.597 -1.451 2.903
H 1.166 -3.134 4.654
H 0.862 -5.506 4.038
H 0.936 -6.178 1.667
H 1.365 -4.488 -0.081
```

5.
C32H35Ge2NPdS5 | ωB97M-V/def2-TZVPD

Results
- multiplicity = 2
- charge = -1
- gap between HOMO and LUMO (spin up / spin down) (eV) = 6.0 / 6.0
- <S²> = 0.9153

```
76
C32H35Ge2NPdS5, DFT ωB97M-V/def2-TZVPD
Pd 0.229 0.354 -0.523
C -5.896 -3.403 0.895
C -4.517 -3.742 0.309
C -4.565 -5.144 -0.316
C -3.499 -3.752 1.450
C -4.161 -2.728 -0.777
C -5.023 -2.552 -1.877
C -4.739 -1.658 -2.890
C -3.567 -0.912 -2.799
S -2.937 0.283 -3.887
C -1.580 0.524 -2.803
N -1.601 -0.224 -1.748
C -2.707 -1.058 -1.711
C -3.001 -1.979 -0.708
C -0.537 1.517 -3.043
C -0.559 2.304 -4.197
C 0.389 3.288 -4.388
C 1.357 3.485 -3.411
C 1.380 2.696 -2.270
C 0.450 1.676 -2.043
H -6.159 -4.127 1.671
H -6.678 -3.422 0.133
H -5.888 -2.407 1.342
H -4.817 -5.889 0.444
H -3.594 -5.403 -0.743
H -5.309 -5.202 -1.114
H -3.803 -4.484 2.203
H -3.430 -2.777 1.938
H -2.501 -4.027 1.102
H -5.934 -3.134 -1.945
H -5.412 -1.536 -3.730
H -2.304 -2.085 0.109
H -1.328 2.139 -4.946
H 0.366 3.905 -5.278
H 2.102 4.264 -3.537
H 2.143 2.898 -1.531
S 0.226 -1.867 0.619
S -0.036 -3.650 2.874
S -0.411 -2.186 4.029
S -0.686 -0.428 1.657
C 0.299 3.055 3.222
Ge 1.554 3.343 1.729
C 0.501 4.388 0.429
C 3.021 4.507 2.354
Ge 2.031 1.150 0.731
C 2.824 0.075 2.203
C 3.070 0.648 3.451
C 3.642 -0.084 4.486
C 3.987 -1.411 4.283
C 3.776 -1.993 3.039
C 3.205 -1.256 2.011
C 3.585 1.152 -0.535
C 4.617 2.091 -0.517
C 5.598 2.104 -1.503
C 5.576 1.157 -2.517
C 4.570 0.198 -2.541
C 3.584 0.204 -1.563
H -0.073 4.007 3.608
H 0.746 2.492 4.042
H -0.544 2.472 2.847
H -0.099 5.152 0.929
H -0.166 3.705 -0.097
H 1.137 4.873 -0.314
H 2.595 5.410 2.798
H 3.662 4.801 1.521
H 3.639 4.010 3.104
H 2.816 1.689 3.618
H 3.808 0.380 5.452
H 4.424 -1.990 5.089
H 4.048 -3.029 2.874
H 3.047 -1.718 1.047
H 4.642 2.834 0.274
H 6.375 2.860 -1.490
H 6.341 1.162 -3.284
H 4.548 -0.541 -3.333
H 2.781 -0.522 -1.605
```

6.
C32H35MnN5O3S2 | ωB97M-V/def2-TZVPD

Results
- multiplicity = 2
- charge = 0
- gap between HOMO and LUMO (spin up / spin down) (eV) = 6.2 / 6.0
- <S²> = 0.8178

```
78
C32H35MnN5O3S2, DFT ωB97M-V/def2-TZVPD
Mn 1.125 0.544 0.302
S 2.882 1.833 -0.165
C 2.112 2.703 -1.539
N 2.669 3.749 -2.104
N 3.834 4.119 -1.638
C 4.296 5.422 -1.763
C 5.502 5.764 -1.150
C 5.954 7.069 -1.196
C 5.222 8.044 -1.861
C 4.031 7.697 -2.485
C 3.564 6.397 -2.446
N 0.918 2.320 -1.971
N 0.291 1.435 -1.271
C -1.024 1.241 -1.728
C -1.961 0.640 -0.885
C -3.285 0.518 -1.271
C -3.702 0.979 -2.511
C -2.766 1.529 -3.378
C -1.445 1.662 -2.999
H 4.263 3.510 -0.942
H 6.056 5.000 -0.616
H 6.878 7.332 -0.698
H 5.569 9.068 -1.880
H 3.449 8.455 -2.993
H 2.625 6.113 -2.899
H -1.636 0.251 0.071
H -3.998 0.058 -0.598
H -4.745 0.917 -2.790
H -3.074 1.862 -4.361
H -0.717 2.091 -3.670
C -3.189 -5.583 -3.274
C -2.101 -5.824 -2.258
C -1.373 -7.010 -2.313
C -0.343 -7.243 -1.421
C -0.005 -6.285 -0.480
C -0.723 -5.094 -0.406
N -0.376 -4.054 0.464
C 0.444 -4.053 1.560
C 0.685 -5.223 2.299
C 1.444 -5.206 3.447
C 2.018 -4.030 3.915
C 1.832 -2.873 3.194
C 1.051 -2.848 2.034
C 0.999 -1.542 1.348
O 1.858 -0.652 1.626
O 0.128 -1.229 0.454
C -1.800 -4.871 -1.283
C -2.599 -3.602 -1.180
H -3.193 -6.382 -4.014
H -3.031 -4.636 -3.792
H -4.174 -5.548 -2.805
H -1.616 -7.749 -3.066
H 0.222 -8.165 -1.472
H 0.847 -6.446 0.165
H -0.578 -3.126 0.114
H 0.237 -6.153 1.977
H 1.593 -6.128 3.997
H 2.599 -4.026 4.827
H 2.286 -1.943 3.507
H -2.758 -3.323 -0.136
H -3.572 -3.711 -1.652
H -2.087 -2.775 -1.676
C -3.782 1.400 2.496
C -2.548 2.232 2.185
S -1.043 1.374 2.779
O 0.019 1.730 1.774
C -0.639 2.409 4.229
C -0.349 3.856 3.873
H -4.681 1.889 2.121
H -3.898 1.254 3.571
H -3.713 0.417 2.029
H -2.597 3.224 2.628
H -2.377 2.332 1.115
H 0.254 1.935 4.639
H -1.463 2.290 4.935
H 0.259 3.903 2.969
H 0.205 4.334 4.679
H -1.259 4.433 3.711
```

The highest <S²> belongs to which entry? C32H35ClFeN6O4